1.
DFT (ωB97M-V with the def2-TZVPD basis set) results for C32H47N10PPtS as an isolated structure.

Geometry as XYZ:
```
92
Properties=species:S:1:pos:R:3
Pt -0.76930 0.77648 -0.03217
S -1.35400 1.91596 1.91040
C -2.20647 0.53851 2.58419
N -2.72713 0.48856 3.77946
N -2.65338 1.58473 4.49042
C -2.90752 1.58441 5.87124
C -2.90592 2.80306 6.54280
C -3.13734 2.83893 7.90840
C -3.36833 1.66517 8.61355
C -3.37534 0.45424 7.93421
C -3.14950 0.40437 6.56684
N -2.42283 -0.60357 1.85717
N -1.98698 -0.62792 0.70247
C -2.31665 -1.82110 -0.02802
C -2.52040 -3.02760 0.63401
C -2.85873 -4.15579 -0.09267
C -3.01307 -4.08013 -1.47259
C -2.83000 -2.86640 -2.11993
C -2.47605 -1.73342 -1.40279
H -2.23663 2.40841 4.06349
H -2.72164 3.71823 5.99074
H -3.14011 3.79046 8.42431
H -3.53557 1.69445 9.68247
H -3.54828 -0.46671 8.47756
H -3.14493 -0.53268 6.02656
H -2.40541 -3.06478 1.70884
H -2.99739 -5.10034 0.41797
H -3.27510 -4.96564 -2.03859
H -2.95696 -2.79738 -3.19312
H -2.30226 -0.78757 -1.89730
C -4.53670 2.58446 0.02353
C -3.88144 2.24552 -1.27106
N -2.59728 2.27745 -1.52893
C -2.45936 1.89039 -2.84804
C -3.67691 1.62698 -3.39038
N -4.58090 1.85799 -2.37327
H -3.81046 3.07059 0.66899
H -4.89350 1.68379 0.53033
H -5.38985 3.24694 -0.13225
H -1.48607 1.81744 -3.30755
H -3.97601 1.28845 -4.36736
H -5.57679 1.74005 -2.42634
N -0.03606 -0.21291 -1.63850
P 1.50983 -0.20159 -1.68588
N 2.23581 0.99297 -0.72905
C 3.62508 1.16104 -0.31348
C 3.71401 1.52072 1.18828
C 2.37539 2.07668 1.67467
C 1.85742 3.03655 0.61102
C 1.48680 2.24625 -0.64685
N 2.13174 -1.71041 -1.26921
C 3.51798 -2.13742 -1.08132
C 3.85903 -2.30412 0.39951
C 2.90603 -3.29630 1.06264
C 1.45784 -2.87080 0.81848
C 1.20686 -2.68252 -0.67302
N 2.03011 0.17153 -3.24202
C 1.24308 -0.41329 -4.34464
C 2.08570 -1.41480 -5.12545
C 3.25816 -0.69029 -5.81396
C 3.61796 0.60036 -5.06056
C 3.44218 0.41702 -3.55973
H 4.10016 1.95404 -0.90680
H 4.17342 0.25178 -0.51966
H 4.48969 2.28057 1.32049
H 4.00521 0.65349 1.78357
H 2.49021 2.57703 2.63716
H 1.65080 1.27165 1.80621
H 2.64592 3.75329 0.36429
H 0.99082 3.60105 0.95397
H 1.59517 2.85552 -1.55197
H 0.38700 2.01707 -0.63808
H 4.20037 -1.44419 -1.56123
H 3.64457 -3.10728 -1.58021
H 3.75013 -1.33833 0.89653
H 4.89849 -2.62608 0.50954
H 3.11533 -3.35869 2.13244
H 3.06427 -4.29453 0.63918
H 1.25390 -1.92301 1.33031
H 0.76461 -3.62158 1.20803
H 0.19331 -2.34026 -0.85788
H 1.34431 -3.64297 -1.18942
H 0.89916 0.38483 -5.01191
H 0.35785 -0.87465 -3.91296
H 1.47088 -1.94429 -5.85592
H 2.46275 -2.15685 -4.41555
H 3.00084 -0.44745 -6.84691
H 4.12993 -1.34839 -5.84950
H 2.98232 1.42486 -5.39190
H 4.65067 0.88533 -5.26645
H 3.77671 1.31332 -3.03503
H 4.09478 -0.40894 -3.24882
```

Properties
**Molecular weight**: 829.92 g/mol
**Energy above the lowest of the compared OMol25 structures with the same formula, charge and spin**: 215.6 kJ/mol
**Max |F|**: 1.1 eV Å⁻¹
**Frontier orbital gap**: 6.21 eV
**Total energy**: -72217.9099 eV

=====

2.
DFT (ωB97M-V with the def2-TZVPD basis set) results for C32H47N11O2Sr as an isolated structure.

Geometry as XYZ:
```
93
Properties=species:S:1:pos:R:3
Sr 0.70698 -0.37151 0.27811
C -4.76482 4.89322 0.50383
C -3.61436 5.33979 -0.39967
C -2.95682 6.57738 0.22772
C -4.19672 5.70807 -1.77138
C -2.56989 4.24404 -0.57671
C -2.61402 3.06090 0.08378
C -1.59475 2.06882 -0.08243
N -1.45472 0.98769 0.67470
C -2.27942 0.40287 1.54930
C -3.70020 0.54116 1.54363
C -4.48441 -0.12570 2.42819
C -3.83412 -0.92219 3.41818
C -2.49101 -1.13498 3.50145
C -1.64056 -0.52755 2.48702
O -0.40886 -0.77107 2.41584
C -1.97071 -2.03443 4.63575
C -2.44974 -1.44940 5.97637
C -2.54638 -3.45013 4.46921
C -0.44614 -2.17592 4.72506
C -6.00822 -0.07785 2.40345
C -6.51860 0.49037 3.73502
C -6.56208 -1.49518 2.20434
C -6.53556 0.80332 1.27030
C -0.51654 2.30057 -1.06742
O 0.25252 1.36950 -1.40887
C -0.41115 3.63763 -1.63647
C -1.44140 4.49838 -1.42035
C 0.76906 4.10625 -2.50442
C 1.26938 5.45672 -1.96188
C 0.28403 4.29120 -3.95005
C 1.98019 3.16562 -2.52820
H -5.51046 5.68774 0.56815
H -4.42177 4.67974 1.51870
H -5.25925 4.00160 0.11038
H -3.69309 7.37616 0.34543
H -2.14381 6.96251 -0.39081
H -2.54764 6.33903 1.21132
H -4.95980 6.48149 -1.65811
H -4.65823 4.83789 -2.24279
H -3.43326 6.09333 -2.44957
H -3.37686 2.89431 0.82546
H -4.15593 1.10130 0.74234
H -4.47160 -1.41460 4.14444
H -3.53778 -1.40606 6.04398
H -2.06315 -0.43752 6.11160
H -2.08738 -2.06609 6.80215
H -3.63528 -3.45310 4.39144
H -2.26394 -4.07042 5.32294
H -2.13422 -3.91816 3.57049
H 0.04560 -1.21483 4.87223
H -0.02253 -2.63346 3.83418
H -0.21782 -2.81254 5.58406
H -6.21254 -0.12490 4.58325
H -7.61032 0.53264 3.73268
H -6.13504 1.50001 3.89614
H -6.23678 -2.17468 2.99493
H -6.22388 -1.90676 1.25094
H -7.65467 -1.47459 2.20716
H -6.20601 1.83985 1.37903
H -7.62724 0.79980 1.28147
H -6.21226 0.43570 0.29374
H -1.39361 5.47246 -1.89280
H 0.50184 6.23098 -1.99691
H 2.11503 5.80364 -2.55961
H 1.60188 5.35553 -0.92686
H -0.52808 5.01828 -4.01339
H -0.07448 3.34447 -4.35931
H 1.10457 4.64464 -4.57906
H 2.35425 2.95978 -1.52410
H 2.77794 3.65749 -3.09035
H 1.75766 2.21557 -3.00587
N 3.41518 -2.94543 -0.76425
C 2.40559 -2.38994 -0.59968
N 5.47673 -1.23547 0.39508
C 5.98724 -0.25248 1.13109
N 7.30889 -0.27211 1.39836
N 5.30720 0.76794 1.64238
C 4.01952 0.78194 1.41884
N 2.87516 0.81105 1.23090
H 6.03022 -2.03181 0.12801
H 4.48287 -1.37635 0.23557
H 7.92650 -0.92180 0.94936
H 7.69155 0.53262 1.86059
N -3.91902 -3.58480 1.06020
N -3.16659 -2.80929 0.19466
N -3.72005 -2.09780 -0.75810
C -2.65832 -1.47473 -1.25232
N -1.53246 -1.80263 -0.60545
N -1.87733 -2.67275 0.31776
H -4.46974 -4.22798 0.50021
H -3.26077 -4.11170 1.62542
H -2.70228 -0.77910 -2.07273
```

Properties
**Molecular weight**: 705.42 g/mol
**Energy above the lowest of the compared OMol25 structures with the same formula, charge and spin**: 29.0 kJ/mol
**Max |F|**: 0.9 eV Å⁻¹
**Frontier orbital gap (alpha / beta)**: 5.89 / 5.75 eV
**Total energy**: -55270.6613 eV

=====

3.
DFT (ωB97M-V with the def2-TZVPD basis set) results for C32H48BrN9Pt as an isolated structure.

Geometry as XYZ:
```
91
Properties=species:S:1:pos:R:3
Pt -0.16498 -0.24474 0.50632
C -2.45719 1.71528 -0.93579
N -1.40447 0.76641 -1.34839
C -0.46091 1.50926 -2.21398
C -1.91999 -0.36991 -2.09170
C -2.63897 -0.16626 -3.25625
C -3.00209 -1.22792 -4.07380
C -2.60482 -2.51823 -3.74152
C -1.93547 -2.74683 -2.55769
C -1.63510 -1.69119 -1.67599
N -1.04014 -1.88693 -0.44588
C -1.15036 -3.00538 0.32599
C -2.08587 -4.03724 0.06525
C -2.09515 -5.20280 0.79484
C -1.17661 -5.38697 1.82329
C -0.31102 -4.35251 2.16439
C -0.30496 -3.15984 1.47253
N 0.51312 -2.05599 1.95039
C 0.08038 -1.64701 3.30513
C 1.95358 -2.37953 2.04069
H -2.83005 2.28862 -1.78867
H -2.01606 2.41748 -0.22887
H -3.29686 1.19032 -0.48620
H -0.98901 1.95593 -3.06086
H 0.28717 0.82583 -2.59665
H 0.00355 2.29723 -1.62526
H -2.90000 0.84101 -3.55358
H -3.55788 -1.04310 -4.98236
H -2.82189 -3.34523 -4.40316
H -1.60803 -3.74916 -2.31788
H -2.83299 -3.89150 -0.70054
H -2.82284 -5.97000 0.57052
H -1.15935 -6.31079 2.38419
H 0.35553 -4.48264 3.00734
H -0.97524 -1.40528 3.30666
H 0.64852 -0.76515 3.59646
H 0.25739 -2.44438 4.03088
H 2.51195 -1.44813 2.13839
H 2.29240 -2.91277 1.15945
H 2.16210 -3.00133 2.91511
C 1.86546 -2.38803 -1.44340
N 1.95989 -1.12848 -2.15378
C 1.74706 -1.23059 -3.59255
C 2.32100 0.03114 -1.54897
N 1.80002 0.33420 -0.34559
C 2.45717 1.10033 0.60947
C 3.85195 1.25509 0.61031
C 4.51747 1.82783 1.66764
C 3.81338 2.20143 2.81932
C 2.45633 2.04782 2.85457
C 1.70513 1.62042 1.73471
N 0.34958 1.31208 1.88533
C -0.53843 2.07970 2.52595
N -1.77015 1.57589 2.84600
C -2.54937 0.55499 2.16464
C -2.50812 2.11618 3.98781
N -0.40218 3.40191 2.87537
C -1.46453 4.30408 2.42047
C 0.55932 4.08277 3.74154
N 3.13566 0.83778 -2.25764
C 4.19806 0.29854 -3.10649
C 3.16309 2.28763 -2.12777
H 2.76864 -2.98515 -1.59719
H 1.01200 -2.95541 -1.81438
H 1.72483 -2.19911 -0.38824
H 0.80433 -1.75660 -3.75845
H 2.53995 -1.78922 -4.09335
H 1.67429 -0.24417 -4.04114
H 4.42746 0.85436 -0.21129
H 5.59465 1.91786 1.63487
H 4.34177 2.55528 3.69349
H 1.94030 2.20092 3.78436
H -3.58239 0.90698 2.10443
H -2.56159 -0.39299 2.70000
H -2.21385 0.40411 1.13966
H -1.86227 2.71838 4.61814
H -2.88198 1.27653 4.57496
H -3.36242 2.71512 3.66662
H -2.10715 3.81204 1.69637
H -0.98986 5.15076 1.92338
H -2.07208 4.67539 3.24828
H 0.81648 3.47859 4.60901
H 0.06010 4.97380 4.12010
H 1.45631 4.39802 3.21235
H 4.30245 -0.77216 -2.96128
H 5.13476 0.77861 -2.81945
H 4.01894 0.51061 -4.16079
H 2.41255 2.60957 -1.41912
H 2.99192 2.73931 -3.10548
H 4.13430 2.61875 -1.75439
Br 1.31692 3.98071 0.30671
```

Properties
**Molecular weight**: 833.78 g/mol
**Net charge**: +2
**Spin multiplicity**: 5
**<S²>**: 6.065
**Max |F|**: 0.4 eV Å⁻¹
**Frontier orbital gap (alpha / beta)**: 8.30 / 5.32 eV
**Total energy**: -120646.4362 eV